(1)
{"formula": "C28H32F5N5O7PPdS2", "method": "ωB97M-V with the def2-TZVPD basis set", "symbols": ["Pd", "O", "C", "C", "C", "C", "C", "C", "C", "O", "N", "N", "C", "S", "C", "C", "S", "H", "H", "H", "H", "H", "H", "H", "H", "H", "N", "C", "C", "N", "C", "C", "N", "H", "H", "H", "H", "H", "C", "C", "C", "C", "O", "P", "O", "O", "O", "C", "C", "C", "C", "H", "H", "H", "H", "H", "H", "H", "H", "H", "H", "H", "H", "H", "H", "H", "H", "H", "H", "F", "C", "C", "F", "C", "F", "C", "O", "C", "F", "C", "F"], "coordinates": [[0.02221, 0.15389, -0.05528], [-4.42461, -3.17957, -0.43868], [-3.40262, -3.99970, -0.73695], [-3.71901, -5.30662, -1.11394], [-2.72120, -6.20520, -1.43483], [-1.38395, -5.82313, -1.38770], [-1.06951, -4.53023, -1.01303], [-2.05523, -3.60188, -0.68127], [-1.61486, -2.23125, -0.27775], [-0.37388, -2.01256, -0.18742], [-2.58554, -1.36235, -0.03938], [-2.12866, -0.12756, 0.40719], [-3.04294, 0.75657, 0.51610], [-2.75565, 2.36887, 1.18614], [-4.50186, 2.59921, 1.60433], [-5.31711, 2.06746, 0.44269], [-4.71146, 0.39942, 0.08925], [-4.02059, -2.30137, -0.21115], [-4.76410, -5.58594, -1.14903], [-2.98782, -7.21352, -1.72933], [-0.60024, -6.52343, -1.64458], [-0.04178, -4.19424, -0.97180], [-4.66332, 3.66588, 1.76352], [-4.74697, 2.05849, 2.51992], [-5.18631, 2.69852, -0.43681], [-6.37827, 1.99684, 0.68173], [-1.27520, 1.55086, 4.89302], [-0.72704, 0.50837, 4.17013], [0.01495, 0.77408, 3.00511], [0.52730, -0.20589, 2.28957], [0.34508, -1.46321, 2.72281], [-0.35316, -1.70328, 3.88436], [-0.90581, -0.72531, 4.61002], [-1.50223, 2.37051, 4.35176], [-2.00667, 1.25720, 5.52132], [0.14295, 1.78161, 2.62628], [0.73556, -2.26236, 2.10946], [-0.49968, -2.71759, 4.23532], [3.69303, 2.31014, 1.91232], [3.70977, 1.83061, 0.46667], [4.46627, 2.78981, -0.44284], [4.30703, 0.43597, 0.38345], [2.34439, 1.68484, -0.00706], [1.27597, 2.89560, -0.14050], [1.75157, 4.19698, 0.37960], [0.01815, 2.29385, 0.48554], [1.12334, 2.87757, -1.72753], [0.44436, 3.89835, -2.49928], [0.17508, 3.23451, -3.83756], [1.36736, 5.09976, -2.65115], [-0.86654, 4.28737, -1.82839], [4.71850, 2.43206, 2.26989], [3.19271, 1.57273, 2.54353], [3.17837, 3.26643, 1.99173], [5.52585, 2.78750, -0.17653], [4.07445, 3.80166, -0.35150], [4.36926, 2.46300, -1.47978], [5.31288, 0.44396, 0.80899], [4.36580, 0.09517, -0.64954], [3.69415, -0.27151, 0.94315], [1.11416, 2.92033, -4.29697], [-0.32830, 3.93057, -4.51232], [-0.45059, 2.35458, -3.69678], [2.28931, 4.79796, -3.15197], [1.61784, 5.51328, -1.67556], [0.87794, 5.86512, -3.25834], [-1.50640, 3.41318, -1.70464], [-1.38525, 5.02224, -2.44896], [-0.69356, 4.72564, -0.84409], [3.30666, -1.71175, -5.82148], [2.41374, -1.28391, -4.90769], [1.21702, -0.70899, -5.30200], [0.94722, -0.58717, -6.61254], [0.30492, -0.26512, -4.36837], [-0.84957, 0.26109, -4.81232], [0.52691, -0.35177, -2.97664], [-0.34977, 0.08280, -2.13342], [1.74183, -0.96669, -2.62698], [2.03479, -1.14149, -1.32015], [2.66262, -1.41094, -3.55613], [3.80921, -1.97510, -3.13911]], "max_force_ha_per_bohr": 0.01580, "total_charge": -1, "e_homo_ev": [-5.2, -5.1], "relative_energy_kj_mol": 0.0, "multiplicity": 3}



(2)
{"formula": "C28H32F6N10O5S2Ti", "method": "ωB97M-V with the def2-TZVPD basis set", "symbols": ["Ti", "C", "C", "N", "C", "C", "C", "C", "C", "C", "C", "N", "C", "C", "C", "C", "C", "C", "C", "C", "N", "C", "H", "H", "H", "H", "H", "H", "H", "H", "H", "H", "H", "H", "N", "C", "C", "N", "C", "C", "N", "H", "H", "H", "H", "H", "H", "H", "H", "H", "H", "H", "H", "H", "F", "C", "F", "F", "S", "O", "O", "N", "S", "O", "O", "C", "F", "F", "F", "C", "N", "C", "C", "O", "N", "C", "N", "H", "H", "H", "H", "H", "H", "H"], "coordinates": [[0.18098, -0.30877, 0.77514], [0.99150, 3.97651, 0.84560], [0.35834, 2.75877, 0.91189], [0.96975, 1.57608, 0.59359], [2.29797, 1.63476, 0.18986], [3.00026, 2.85508, 0.07615], [2.31491, 4.06377, 0.41184], [4.35054, 2.81408, -0.31473], [4.98256, 1.60297, -0.50168], [4.30763, 0.39531, -0.32724], [2.95235, 0.39134, 0.01078], [2.13832, -0.69638, 0.31854], [2.45490, -2.02220, 0.14019], [3.42131, -2.59729, -0.66480], [3.61771, -3.99669, -0.67949], [2.88627, -4.84581, 0.09904], [1.85940, -4.30913, 0.91503], [1.04593, -5.08294, 1.77168], [0.08198, -4.48121, 2.53324], [-0.11270, -3.09622, 2.40413], [0.60656, -2.35589, 1.59403], [1.62515, -2.92403, 0.89691], [0.45094, 4.86020, 1.16462], [-0.66760, 2.69119, 1.25332], [2.85007, 5.00521, 0.40402], [4.89941, 3.74340, -0.41176], [6.03404, 1.58084, -0.75947], [4.86727, -0.52269, -0.39031], [4.02964, -1.98547, -1.31046], [4.39132, -4.39719, -1.32287], [3.07183, -5.91176, 0.10295], [1.20834, -6.15276, 1.82865], [-0.52872, -5.04398, 3.22466], [-0.88482, -2.59007, 2.97516], [0.05712, -0.22735, -1.51112], [-0.82968, -1.02858, -2.35855], [-1.06222, -2.38070, -1.71365], [-1.50880, -2.19074, -0.33679], [-2.88825, -1.71235, -0.20201], [-2.99776, -0.75674, 0.96732], [-2.01677, 0.33170, 0.80404], [-0.08994, 0.76557, -1.73455], [1.02998, -0.42050, -1.73257], [-0.42482, -1.16376, -3.36472], [-1.76624, -0.47908, -2.46790], [-0.11933, -2.93433, -1.67953], [-1.76938, -2.96497, -2.31680], [-1.38970, -3.05237, 0.17915], [-3.59625, -2.53749, -0.07668], [-3.17397, -1.18808, -1.11571], [-2.77949, -1.26843, 1.90528], [-4.01677, -0.36818, 1.03982], [-2.11012, 0.94581, 1.61000], [-2.26718, 0.88878, -0.01816], [-0.48364, 2.36091, 5.74255], [-0.31502, 2.12846, 4.44872], [0.90936, 2.45251, 4.08229], [-1.17802, 2.89454, 3.76690], [-0.71888, 0.34242, 4.05730], [0.15036, 0.03528, 2.92000], [-2.12393, 0.35584, 3.75592], [-0.46047, -0.52422, 5.31313], [0.92825, -0.64320, 6.09624], [1.84719, 0.41037, 5.79192], [0.65036, -1.01312, 7.44422], [1.68827, -2.16046, 5.37025], [0.82543, -3.18228, 5.39456], [2.75900, -2.49565, 6.08637], [2.06737, -1.95858, 4.10890], [-0.13515, 6.11841, -2.00661], [-0.68463, 4.78853, -2.12256], [-2.00887, 4.40943, -1.67837], [-1.94539, 2.88801, -1.82031], [-2.85191, 2.12657, -1.52212], [-0.71026, 2.53534, -2.26909], [-0.00243, 3.65882, -2.36543], [1.28996, 3.65627, -2.72781], [-0.90576, 6.84491, -2.25933], [0.68161, 6.24799, -2.71522], [0.22893, 6.32110, -0.99659], [-2.79677, 4.83722, -2.30008], [-2.18547, 4.68053, -0.63444], [1.86717, 4.40578, -2.37868], [1.73637, 2.75358, -2.66022]], "max_force_ha_per_bohr": 0.01196, "e_homo_ev": [-5.2, -7.0], "relative_energy_kj_mol": 33.3, "multiplicity": 3}



(3)
{"formula": "C28H32N5O2ReSe", "method": "ωB97M-V with the def2-TZVPD basis set", "symbols": ["Re", "O", "C", "C", "C", "C", "C", "C", "C", "O", "N", "N", "C", "C", "C", "C", "C", "C", "N", "H", "H", "H", "H", "H", "H", "H", "H", "H", "H", "C", "C", "C", "C", "N", "C", "Se", "N", "C", "C", "C", "C", "C", "C", "C", "C", "C", "C", "H", "H", "H", "H", "H", "H", "H", "H", "H", "H", "H", "H", "H", "H", "H", "H", "H", "H", "H", "H", "H", "H"], "coordinates": [[1.37803, -2.08108, 0.40483], [-3.19985, -4.80787, 1.80930], [-3.45322, -4.38665, 0.56793], [-4.66036, -4.65805, -0.06599], [-4.91628, -4.17329, -1.32832], [-3.97247, -3.39361, -2.01328], [-2.77780, -3.13221, -1.41611], [-2.47563, -3.62733, -0.11851], [-1.18273, -3.38142, 0.41267], [-0.36420, -2.52056, -0.29394], [-0.69412, -3.93350, 1.50065], [0.59084, -3.52809, 1.65051], [1.35028, -4.02209, 2.57985], [2.72725, -3.56757, 2.55087], [3.71365, -4.07016, 3.36212], [5.02741, -3.63630, 3.18282], [5.31018, -2.71587, 2.18419], [4.28242, -2.23376, 1.40221], [3.00213, -2.63484, 1.57969], [-3.94920, -5.30838, 2.15903], [-5.40033, -5.25941, 0.45055], [-5.86326, -4.40287, -1.80063], [-4.18700, -3.02164, -3.00494], [-2.02466, -2.56763, -1.94755], [0.96710, -4.75950, 3.27725], [3.45837, -4.80633, 4.11482], [5.81967, -4.02161, 3.81326], [6.31780, -2.36180, 2.01245], [4.47418, -1.50688, 0.62620], [2.30015, 3.95593, -0.94149], [3.14054, 3.80538, 0.33436], [2.34575, 3.68032, 1.63946], [1.68599, 2.32470, 1.88046], [0.57908, 2.03462, 0.94198], [0.56082, 1.14551, -0.04716], [2.01612, -0.00452, -0.50941], [-0.58004, 1.20358, -0.73124], [-0.91838, 0.42917, -1.94741], [-0.09368, 0.86290, -3.15708], [-0.32711, 2.31060, -3.58852], [-1.73415, 2.56282, -4.13113], [-1.37234, 2.18494, -0.13795], [-2.66379, 2.62923, -0.42520], [-3.16836, 3.60627, 0.39879], [-2.42593, 4.12873, 1.48063], [-1.15385, 3.69257, 1.76520], [-0.63805, 2.70832, 0.92223], [2.90868, 4.34423, -1.75733], [1.47325, 4.65495, -0.79008], [1.88225, 3.00900, -1.29470], [3.77285, 4.68637, 0.43063], [3.83031, 2.95689, 0.23990], [1.58937, 4.46735, 1.68573], [3.01238, 3.83834, 2.48919], [1.27441, 2.26591, 2.88736], [2.42617, 1.53155, 1.77443], [-1.97570, 0.59178, -2.13409], [-0.78204, -0.62884, -1.72473], [-0.34744, 0.18533, -3.97603], [0.97260, 0.70585, -2.94955], [0.40157, 2.54801, -4.36399], [-0.11452, 2.99150, -2.75739], [-1.96421, 1.88680, -4.95664], [-1.81935, 3.58150, -4.50695], [-2.50842, 2.43777, -3.37048], [-3.24885, 2.23452, -1.24475], [-4.16642, 3.98391, 0.21666], [-2.87368, 4.89132, 2.10468], [-0.59417, 4.09518, 2.59968]], "max_force_ha_per_bohr": 0.02899, "total_charge": 3, "e_homo_ev": [-16.1, -16.2], "multiplicity": 4}